This record from the OMol25 dataset describes the molecule C23H31N3O3S. The level of theory is ωB97M-V/def2-TZVPD.

Each line ends with the Löwdin charge.
Geometry (Å):
1 S -4.5596 1.1085 -0.6385  0.6759
2 O -5.4160 1.5129 0.4399  -0.2860
3 O -4.8541 1.5634 -1.9662  -0.2816
4 O 0.9618 2.8308 0.5838  -0.0952
5 N 1.9635 -0.9415 0.6442  -0.1742
6 N -2.1769 -1.3574 -0.1295  -0.1245
7 N -4.6365 -0.5550 -0.6899  -0.2329
8 C 4.1795 -0.1936 -0.0798  -0.2212
9 C -4.5445 -1.2532 0.5621  -0.1637
10 C 3.3902 -1.0275 0.8945  -0.1559
11 C 1.1737 -1.5205 1.7075  -0.1900
12 C -0.3227 2.4513 0.3848  -0.2756
13 C 0.1356 -1.2573 -0.9369  -0.1091
14 C -1.2680 2.2773 1.3945  -0.0155
15 C 5.4252 -0.6131 -0.5257  -0.0464
16 C 1.5940 -1.5577 -0.6133  -0.1773
17 C -3.9596 -1.2168 -1.7798  -0.1601
18 C -1.9703 1.8211 -1.2575  -0.0513
19 C 1.4343 2.9757 1.9034  -0.0754
20 C -3.0832 -1.4766 1.0050  -0.1635
21 C 5.6534 1.3806 -1.8400  -0.0959
22 C -2.8892 1.6230 -0.2431  -0.2705
23 C 6.1602 0.1707 -1.3986  -0.0886
24 C -0.8039 -1.7813 0.1554  -0.3041
25 C -0.3074 -1.2212 1.4911  -0.1222
26 C -2.5515 1.8695 1.0703  -0.0636
27 C -0.6919 2.2333 -0.9473  -0.0010
28 C 3.6771 1.0228 -0.5261  -0.0404
29 C 4.4086 1.8026 -1.4030  -0.0757
30 C -2.7625 -2.0342 -1.2740  -0.1540
31 H -2.2736 1.6668 -2.2801  0.1167
32 H 6.2257 1.9904 -2.5235  0.0990
33 H 3.7507 -2.0731 0.8677  0.1274
34 H -4.6709 -1.8739 -2.2951  0.1272
35 H -0.0946 -1.7016 -1.9048  0.1072
36 H -2.8081 -0.7184 1.7385  0.0991
37 H 2.7044 1.3433 -0.1894  0.0921
38 H -0.0028 -0.1793 -1.0096  0.1014
39 H -1.0191 2.4657 2.4270  0.1109
40 H -5.0856 -0.6551 1.2945  0.1142
41 H -3.3071 1.7571 1.8319  0.1181
42 H 1.7498 -2.6540 -0.5794  0.1312
43 H 7.1291 -0.1666 -1.7372  0.1004
44 H -3.0049 -2.4712 1.4816  0.1283
45 H 1.3226 -2.6163 1.7731  0.1288
46 H -5.0618 -2.2113 0.4459  0.1275
47 H -0.4550 -0.1414 1.4836  0.1016
48 H -3.6468 -0.4406 -2.4770  0.1061
49 H 2.4882 3.2333 1.8103  0.0956
50 H -0.8627 -1.6513 2.3250  0.1124
51 H -0.7416 -2.8879 0.1948  0.1561
52 H 0.0473 2.3997 -1.7152  0.1260
53 H 1.4914 -1.0838 2.6591  0.1197
54 H 3.5723 -0.6444 1.9059  0.1300
55 H 0.9110 3.7775 2.4331  0.0972
56 H 2.2327 -1.1500 -1.3999  0.1235
57 H 4.0058 2.7449 -1.7447  0.1028
58 H -3.0887 -3.0551 -1.0045  0.1267
59 H -2.0312 -2.1210 -2.0746  0.1098
60 H 5.8246 -1.5592 -0.1872  0.1086
61 H 1.3392 2.0401 2.4625  0.0938

Forces on atoms 1 to 6 (eV/Å):
S -0.306 0.004 -0.099
O 0.298 -0.145 0.248
O 0.363 -0.132 -0.108
O -0.143 0.002 -0.305
N 0.109 -0.080 0.101
N -0.031 -0.197 -0.025

Output
SMILES = COc1ccc(S(=O)(=O)N2CCN(C3CCN(Cc4ccccc4)CC3)CC2)cc1
gap between HOMO and LUMO = 0.3365 Eh
energy = -1683.1741 a.u.
energy relative to the best compared isomer or geometry (same formula, charge and spin) = 58.73 kcal/mol
multiplicity = 1


This record from the OMol25 dataset describes the molecule C23H31N3O6S. The level of theory is ωB97M-V/def2-TZVPD.

Each line ends with the Löwdin charge.
Geometry (Å):
1 S -3.0165 -1.6722 1.4537  0.6610
2 O -0.9227 1.2501 1.4148  0.0656
3 O -1.0684 -1.7992 -1.7454  -0.1613
4 O 4.1902 -1.1956 1.0517  0.0491
5 O 1.8534 1.0233 -2.4352  0.0859
6 O -3.2747 -1.8005 2.8559  -0.2798
7 O -3.5988 -2.6241 0.5489  -0.2901
8 N 0.9764 0.3122 0.6633  0.0124
9 N -0.3196 0.9073 -1.8209  0.1036
10 N -1.3679 -1.8157 1.2437  -0.0873
11 C 2.6928 2.0304 0.0726  -0.1412
12 C -4.2339 2.1727 1.4190  -0.0586
13 C -0.1618 0.2937 1.3895  -0.4176
14 C -0.4759 -1.2778 -2.9365  -0.2958
15 C 2.9489 -0.8960 1.4898  -0.2578
16 C 4.3151 -0.8711 3.2457  -0.0522
17 C 0.9905 1.1363 -1.5905  -0.4474
18 C -4.1444 2.4957 0.0750  -0.0668
19 C 4.3532 3.0105 1.6930  -0.0997
20 C -0.5293 -1.0036 2.1001  -0.1255
21 C 1.8508 -0.8297 0.4707  -0.0507
22 C -3.7284 1.5498 -0.8489  -0.0702
23 C -3.8982 0.8990 1.8466  -0.0562
24 C 2.9706 -0.6852 2.8379  -0.0327
25 C -3.3937 0.2739 -0.4256  -0.0771
26 C 1.2729 1.5086 -0.1271  -0.1837
27 C -1.0793 -2.0560 -4.1185  -0.1173
28 C 2.8981 2.6227 1.4643  -0.2446
29 C -2.2911 -2.7515 -3.4961  -0.1400
30 C -1.8054 -2.9742 -2.0691  -0.1841
31 C -0.7558 0.2330 -3.0212  -0.1093
32 C 5.0069 -1.1821 2.1185  -0.1165
33 C -3.4789 -0.0296 0.9181  -0.2800
34 H -1.1381 -3.8459 -2.0235  0.1322
35 H 0.3419 -1.5783 2.4214  0.1105
36 H 6.0405 -1.4071 1.9475  0.1209
37 H 4.6782 3.7318 0.9467  0.0732
38 H -4.3992 3.4912 -0.2571  0.1059
39 H -3.1598 -2.0924 -3.4991  0.1146
40 H -2.5988 -3.0865 -1.3285  0.0948
41 H -4.5584 2.9136 2.1334  0.1085
42 H 1.2620 -1.7520 0.4736  0.1328
43 H 2.3158 -0.7433 -0.5158  0.1401
44 H 4.7023 -0.7828 4.2394  0.1025
45 H 4.9948 2.1345 1.6257  0.0664
46 H -0.1948 0.6443 -3.8639  0.1334
47 H -2.5510 -3.6808 -3.9954  0.1145
48 H 2.8713 2.7942 -0.6864  0.1309
49 H -3.9504 0.6100 2.8838  0.1161
50 H 3.4154 1.2338 -0.1035  0.1138
51 H 0.5536 2.2699 0.1949  0.1545
52 H 0.6117 -1.4165 -2.8760  0.1489
53 H -3.0720 -0.4927 -1.1126  0.0978
54 H -1.1160 -1.8340 0.2634  0.0719
55 H 4.4808 3.4524 2.6780  0.0700
56 H 2.1438 -0.4219 3.4655  0.1120
57 H 2.5965 1.8928 2.2177  0.0914
58 H -3.6651 1.8113 -1.8954  0.1048
59 H -0.3669 -2.7938 -4.4863  0.1170
60 H -1.3465 -1.3928 -4.9384  0.1155
61 H 2.2603 3.5014 1.5808  0.1142
62 H -1.8223 0.4141 -3.1577  0.1226
63 H -0.9663 0.9377 -1.0456  0.1077
64 H -1.1386 -0.7667 2.9755  0.1268

Forces on atoms 1 to 6 (eV/Å):
S 0.164 -0.439 -0.257
O -0.044 0.035 0.147
O -0.045 0.166 0.123
O -0.110 -0.101 -0.509
O 0.312 -0.105 -0.271
O 0.110 0.387 0.082

Output
SMILES = CCC[C@@H](C(=O)NC[C@@H]1CCCO1)N(Cc1ccco1)C(=O)CNS(=O)(=O)c1ccccc1
gap between HOMO and LUMO = 0.3534 Eh
energy = -1908.9406 a.u.
energy relative to the best compared isomer or geometry (same formula, charge and spin) = 27.53 kcal/mol
multiplicity = 1


This record from the OMol25 dataset describes the molecule C23H31NO2. The level of theory is ωB97M-V/def2-TZVPD.

Each line ends with the Löwdin charge.
Geometry (Å):
1 O 2.8785 -3.2582 -0.0459  -0.0397
2 O -4.8096 -0.5354 -0.9854  -0.0390
3 N -1.4015 -1.1872 0.0630  -0.1385
4 C 0.6359 -0.4446 1.1657  -0.1131
5 C -3.2327 -2.8783 0.5215  -0.0333
6 C 1.5291 -1.1971 0.1702  -0.4371
7 C 5.7012 3.0301 -0.2525  -0.0857
8 C -3.5038 -1.0290 -1.1787  -0.1588
9 C 0.7153 -1.4732 -1.1051  -0.1088
10 C -4.9778 0.7091 -0.4541  -0.2682
11 C -2.8295 -1.4473 0.1458  -0.3457
12 C 3.7228 0.0130 0.8973  -0.1445
13 C 4.6953 2.2454 0.2819  -0.0455
14 C 7.0107 1.0687 -0.6615  -0.0864
15 C -6.5950 2.3479 0.2560  -0.0900
16 C 6.0024 0.2867 -0.1266  -0.0462
17 C 4.8347 0.8652 0.3535  -0.2411
18 C -0.6601 -2.0704 -0.8175  -0.1722
19 C -5.5731 3.2223 0.5919  -0.1073
20 C 2.0114 -2.5275 0.7848  -0.2163
21 C -4.2601 2.8342 0.4027  -0.0875
22 C -6.3031 1.1035 -0.2615  -0.0118
23 C -3.9525 1.5864 -0.1150  -0.0259
24 C 6.8623 2.4432 -0.7262  -0.0972
25 C -0.7351 -1.0940 1.3457  -0.1767
26 C 2.7343 -0.3196 -0.2293  -0.1375
27 H 0.5752 -0.5336 -1.6424  0.1252
28 H -3.2155 -0.7778 0.9245  0.1365
29 H 3.6644 -2.7262 -0.2118  0.0767
30 H 2.3524 0.6214 -0.6325  0.1250
31 H -0.6213 -2.0791 1.8299  0.1209
32 H 5.5801 4.1026 -0.2982  0.1014
33 H 1.1633 -3.1916 0.9558  0.1160
34 H -3.6351 -1.8932 -1.8349  0.1295
35 H 3.2032 0.5509 1.6914  0.1161
36 H 2.4814 -2.3324 1.7598  0.1250
37 H -0.5431 -3.0774 -0.3855  0.1220
38 H 1.1234 -0.3800 2.1400  0.1172
39 H 0.4803 0.5685 0.7903  0.1272
40 H -1.2057 -2.1687 -1.7577  0.1241
41 H -1.3389 -0.4655 2.0062  0.1267
42 H -7.0858 0.4114 -0.5305  0.1156
43 H -2.8782 -0.2895 -1.6921  0.1270
44 H -2.8961 -3.5883 -0.2300  0.0750
45 H -3.4556 3.5073 0.6618  0.1026
46 H -7.6254 2.6384 0.3986  0.1022
47 H 7.9147 0.6039 -1.0274  0.1014
48 H -2.9177 1.3108 -0.2445  0.1026
49 H -5.8006 4.1963 0.9979  0.0969
50 H 3.7917 2.7079 0.6534  0.1134
51 H 6.1286 -0.7863 -0.0754  0.1102
52 H -2.8090 -3.1556 1.4842  0.0750
53 H -4.3158 -2.9346 0.5906  0.0844
54 H 7.6491 3.0549 -1.1420  0.0994
55 H 4.1444 -0.9001 1.3210  0.1121
56 H 1.2736 -2.1586 -1.7451  0.1233
57 H 3.2778 -0.8082 -1.0435  0.1237

Forces on atoms 1 to 6 (eV/Å):
O 0.351 -0.126 -0.307
O -0.380 0.074 0.102
N 0.039 0.073 0.108
C -0.032 -0.300 0.053
C 0.156 0.354 0.015
C 0.097 0.004 -0.191

Output
SMILES = C[C@H](COc1ccccc1)N1CCC(CO)(CCc2ccccc2)CC1
gap between HOMO and LUMO = 0.3339 Eh
energy = -1100.2461 a.u.
energy relative to the best compared isomer or geometry (same formula, charge and spin) = 23.72 kcal/mol
multiplicity = 1